Molecular formula: C25H43BrN3O17S
Method: DFT, the ωB97M-V functional and the def2-TZVPD basis

The geometry in XYZ format:
```
90
Properties=species:S:1:pos:R:3:mulliken_charge:R:1
C -3.054 -2.133 -2.289 -1.091
C -4.431 -1.921 -1.668 0.127
Br -4.874 -3.328 -0.366 -0.184
C -4.617 -0.545 -1.049 -1.382
N -3.623 -0.249 0.002 0.263
C -3.885 -0.726 1.270 0.311
N -5.140 -0.794 1.783 -0.379
N -2.841 -1.014 2.027 -0.368
S -1.149 -0.989 1.572 1.243
C -0.781 0.704 1.211 -0.478
O -0.561 -1.342 2.822 -0.714
O -1.017 -1.800 0.414 -0.534
H -3.130 -1.908 -3.353 0.280
H -2.297 -1.519 -1.809 0.283
H -2.780 -3.184 -2.224 0.402
H -5.202 -2.018 -2.431 0.587
H -5.643 -0.381 -0.706 0.555
H -4.438 0.189 -1.836 0.410
H -3.603 0.778 0.096 0.453
H -5.168 -1.036 2.768 0.251
H -5.755 -1.429 1.278 0.291
H -2.966 -1.305 2.990 0.240
H -0.233 1.094 2.067 -0.050
H -0.177 0.696 0.306 0.393
H -1.687 1.282 1.049 0.226
C 1.876 -0.824 -3.239 -1.352
C 1.110 -1.145 -4.507 0.600
C 0.473 0.023 -5.236 -0.645
O -0.640 -0.597 -5.897 -0.347
C -0.991 -1.683 -5.178 0.578
O -1.979 -2.329 -5.349 -0.583
O -0.072 -1.936 -4.224 -0.207
H 2.905 -1.169 -3.304 0.299
H 1.891 0.249 -3.043 0.439
H 1.410 -1.327 -2.392 0.255
H 1.718 -1.736 -5.196 0.323
H 1.114 0.502 -5.970 0.322
H 0.087 0.766 -4.533 0.355
C 2.694 -0.926 3.945 -1.021
C 3.088 0.477 3.546 0.577
C 3.206 1.510 4.643 -0.279
O 2.882 2.728 3.946 -0.353
C 2.066 2.412 2.923 0.658
O 1.443 3.190 2.267 -0.566
O 2.028 1.073 2.744 -0.282
H 3.420 -1.671 3.627 0.316
H 2.565 -1.035 5.022 0.362
H 1.746 -1.179 3.475 0.089
H 3.993 0.490 2.936 0.233
H 4.197 1.562 5.078 -0.056
H 2.455 1.360 5.424 0.367
C -0.093 -7.451 -3.723 -1.268
C 0.842 -6.384 -3.188 0.643
C 0.752 -5.020 -3.839 -0.401
O 2.067 -4.495 -3.642 -0.221
C 2.922 -5.550 -3.555 0.521
O 4.105 -5.456 -3.567 -0.544
O 2.226 -6.705 -3.457 -0.369
H -0.731 -7.849 -2.937 0.291
H -0.737 -7.056 -4.510 0.360
H 0.488 -8.274 -4.137 0.338
H 0.753 -6.284 -2.103 0.324
H 0.020 -4.350 -3.398 0.055
H 0.567 -5.108 -4.914 0.264
C 8.915 4.529 6.314 -1.232
C 8.332 3.480 5.387 0.517
C 7.102 3.883 4.597 -0.624
O 6.449 2.622 4.394 -0.272
C 6.806 1.807 5.417 0.633
O 6.288 0.757 5.643 -0.557
O 7.804 2.353 6.130 -0.352
H 9.954 4.739 6.069 0.302
H 8.361 5.466 6.253 0.351
H 8.876 4.173 7.342 0.321
H 9.090 3.075 4.712 0.278
H 7.312 4.345 3.637 0.304
H 6.441 4.524 5.185 0.358
C -7.118 4.716 -2.927 -1.242
C -6.689 4.332 -1.526 0.509
C -5.873 5.355 -0.759 -0.624
O -5.098 4.520 0.126 -0.319
C -4.960 3.333 -0.466 0.439
O -4.211 2.473 -0.082 -0.637
O -5.747 3.216 -1.538 -0.306
H -8.199 4.677 -3.031 0.318
H -6.793 5.725 -3.179 0.359
H -6.684 4.026 -3.650 0.317
H -7.535 4.002 -0.920 0.292
H -6.458 6.059 -0.176 0.302
H -5.180 5.889 -1.412 0.356
```

**LUMO energy**: -3.027 eV
**HOMO**: -12.257 eV
**Orbital gap**: 9.230 eV
**Net charge**: +1

=====

Molecular formula: C25H43Cl2N6NdO4Si
Method: DFT, the ωB97M-V functional and the def2-TZVPD basis

The geometry in XYZ format:
```
82
Properties=species:S:1:pos:R:3:mulliken_spin:R:1
C 3.270 -2.342 -6.699 0.000
C 2.713 -1.541 -7.843 0.000
H 3.165 -3.422 -6.876 0.000
H 2.742 -2.080 -5.772 0.000
H 4.343 -2.139 -6.546 0.000
C 2.715 -1.984 -9.117 0.000
C 3.185 -3.325 -9.560 0.000
H 2.397 -1.330 -9.929 0.000
H 2.790 -4.127 -8.919 0.000
H 4.284 -3.390 -9.571 0.000
H 2.841 -3.516 -10.587 0.000
Nd 0.401 0.076 -1.197 3.016
Cl 2.406 1.338 -2.607 -0.007
C -0.263 3.103 -2.312 0.001
O -0.776 2.060 -1.769 -0.001
N -0.956 3.918 -3.090 0.001
C -2.380 3.657 -3.360 0.000
C -0.272 4.946 -3.890 0.000
H 0.802 3.338 -2.179 0.000
H -2.877 3.289 -2.451 0.000
H -2.509 2.917 -4.170 0.000
H -2.822 4.606 -3.681 0.000
H 0.647 5.250 -3.370 0.000
H -0.953 5.797 -4.003 0.000
H 0.004 4.564 -4.887 0.000
H -3.091 2.262 2.838 0.000
H -1.452 1.686 4.750 0.000
C -3.109 1.191 2.596 0.000
C -1.516 0.638 4.424 0.000
N -1.856 0.569 3.004 0.000
H -3.266 1.057 1.527 0.000
C -0.998 0.054 2.108 0.000
O -1.164 0.090 0.862 0.000
H -0.548 0.167 4.597 0.000
H -0.095 -0.409 2.551 0.000
H -3.934 0.722 3.146 0.000
H -2.287 0.125 5.013 0.000
H 0.047 -5.446 -0.840 0.000
H 0.302 -3.303 -3.340 0.000
C -0.972 -5.291 -1.233 0.000
C -0.615 -3.918 -3.312 0.000
N -1.075 -4.010 -1.930 0.000
H -1.680 -5.270 -0.397 0.000
C -1.364 -2.926 -1.192 0.000
O -1.133 -1.742 -1.515 -0.001
H -1.371 -3.467 -3.968 0.000
H -1.834 -3.188 -0.221 0.000
H -1.211 -6.115 -1.915 0.000
H -0.364 -4.932 -3.640 0.000
O 1.134 -0.458 -6.426 0.001
C 2.076 -0.199 -7.467 0.000
C 0.439 0.070 -9.411 -0.001
C 1.521 0.554 -8.670 0.000
H -0.084 -0.833 -9.078 0.000
C 0.033 0.740 -10.572 0.000
H 2.865 0.415 -7.008 0.000
C 2.207 1.692 -9.111 0.000
H -0.867 0.420 -11.105 0.000
C 0.744 1.853 -11.030 0.000
C 1.841 2.318 -10.300 0.000
H 3.028 2.075 -8.499 0.000
H 0.456 2.359 -11.956 0.000
H 2.389 3.199 -10.637 0.000
Si -0.316 0.222 -5.933 0.000
Cl 1.826 -2.067 -2.311 -0.006
C -1.767 -0.487 -6.885 0.000
C -0.197 2.078 -6.225 0.000
C -0.469 -0.186 -4.145 -0.001
H -1.811 -0.144 -7.929 0.000
H -2.704 -0.189 -6.387 0.000
H -1.727 -1.587 -6.889 0.000
H -0.342 -1.256 -3.983 -0.001
H -1.398 0.132 -3.656 0.000
H 0.409 0.309 -3.699 0.000
H 0.112 2.322 -7.252 0.000
H 0.548 2.514 -5.546 0.000
H -1.162 2.578 -6.058 0.000
N 1.708 0.607 0.788 -0.005
C 2.200 1.037 1.769 0.002
N 2.824 1.534 2.773 0.000
C 2.315 1.606 3.978 0.000
N 1.944 1.713 5.087 0.000
```

**Energy relative to the best compared isomer or geometry (same formula, charge and spin)**: 0.0 kcal/mol
**LUMO energy (alpha / beta)**: 0.119 / 0.120 eV
**HOMO (alpha / beta)**: -8.376 / -8.385 eV
**2S+1**: 4
**Orbital gap (alpha / beta)**: 8.495 / 8.505 eV
**<S²>**: 3.753

=====

Molecular formula: C25H43CrF3P2
Method: DFT, the ωB97M-V functional and the def2-TZVPD basis

The geometry in XYZ format:
```
74
Properties=species:S:1:pos:R:3:mulliken_spin:R:1
Cr -0.214 -0.540 -3.177 2.979
C -0.393 -2.601 2.995 0.278
C 0.906 -2.563 2.419 0.103
C 0.888 -1.156 4.243 0.093
C -0.402 -1.727 4.115 0.229
C 1.701 -1.683 3.201 0.175
C -1.560 -3.360 2.490 -0.006
H -1.356 -3.769 1.494 0.000
H -2.442 -2.703 2.445 0.008
H -1.819 -4.209 3.145 0.020
C -1.563 -1.396 4.960 -0.015
H -2.489 -1.791 4.519 -0.006
H -1.647 -0.300 5.076 0.015
H -1.485 -1.821 5.975 0.021
C 1.288 -0.151 5.253 0.019
H 1.404 -0.609 6.253 0.000
H 0.524 0.641 5.332 0.001
H 2.252 0.306 4.985 -0.001
C 3.119 -1.343 2.969 -0.007
H 3.763 -1.832 3.710 0.028
H 3.290 -0.262 3.043 0.015
H 3.455 -1.663 1.978 -0.002
C 1.321 -3.217 1.157 0.020
H 1.824 -4.174 1.361 -0.002
H 2.029 -2.585 0.603 0.001
H 0.449 -3.420 0.519 0.000
C -1.439 0.305 -4.585 -0.235
C -1.478 -1.147 -4.658 -0.258
C -0.833 -1.944 -5.797 -0.018
C 0.704 -1.848 -5.713 -0.006
C 1.177 -1.274 -4.385 -0.253
C 1.336 0.196 -4.221 -0.172
C 0.831 1.224 -5.215 -0.042
C -0.650 1.061 -5.637 0.022
H -1.170 -1.586 -6.798 -0.002
H 1.085 -1.183 -6.489 -0.009
H -1.105 -3.012 -5.700 0.002
H -0.732 0.553 -6.618 0.004
H -2.431 0.766 -4.447 -0.014
H -2.444 -1.580 -4.383 0.000
H -1.081 2.062 -5.769 0.001
H 0.955 2.219 -4.750 -0.004
H 2.290 0.505 -3.753 0.006
H 1.470 1.221 -6.105 -0.004
H 1.138 -2.842 -5.906 0.003
H 1.979 -1.908 -3.954 0.002
P -2.005 1.721 0.767 0.020
P 1.213 1.737 1.122 0.004
C -0.922 2.739 -0.339 -0.008
C 0.281 3.211 0.463 -0.007
H -1.484 3.596 -0.718 0.000
H -0.655 2.152 -1.228 0.004
H 0.970 3.835 -0.123 0.000
H -0.086 3.815 1.325 0.000
C 2.052 2.765 2.428 -0.001
H 2.450 2.145 3.252 0.000
H 1.342 3.502 2.848 0.000
H 2.879 3.316 1.948 0.000
C 2.618 1.393 -0.010 -0.010
H 3.074 2.311 -0.392 0.002
H 2.232 0.809 -0.859 0.010
H 3.381 0.803 0.528 0.000
C -3.498 1.922 -0.177 -0.003
H -4.203 1.141 0.092 -0.001
H -3.251 1.861 -1.238 0.001
H -3.936 2.896 0.036 0.000
C -1.398 0.035 0.662 -0.168
H -0.496 -0.118 1.257 0.025
H -1.126 -0.217 -0.352 0.144
H -2.122 -0.692 1.032 -0.004
F -1.239 2.286 3.330 0.000
C -2.352 2.259 2.510 0.001
F -3.254 1.402 3.113 0.000
F -2.910 3.518 2.538 0.000
```

**Energy relative to the best compared isomer or geometry (same formula, charge and spin)**: 62.2 kcal/mol
**LUMO energy (alpha / beta)**: -3.154 / -3.588 eV
**HOMO (alpha / beta)**: -9.653 / -9.422 eV
**2S+1**: 4
**Orbital gap (alpha / beta)**: 6.498 / 5.834 eV
**<S²>**: 4.198
**Net charge**: +1

=====

Number 1 is which compound? C25H43BrN3O17S